C11H12N2PSn | ωB97M-V/def2-TZVPD

- HOMO-LUMO gap (spin up / spin down): 0.1909 / 0.1853 Ha
- LUMO (spin up / spin down): 0.087 / 0.079 Ha
- Net charge: -1
- Largest force on an atom: 2.20 eV/Å
- HOMO (spin up / spin down): -2.83 / -2.90 eV
- E: -29698.41519 eV

Each line ends with the Mulliken charge.
Atoms and positions in Å:
C1 -2.99 1.89 -0.29  -0.62
C2 -3.23 3.29 -0.45  -0.65
C3 -2.45 3.97 0.52  -0.30
C4 -1.85 3.01 1.39  -0.86
C5 -2.15 1.72 0.86  -0.47
Sn1 -0.39 -0.12 -1.49  0.22
P1 -1.43 -2.62 -2.20  -0.21
H1 -3.36 1.09 -0.93  0.42
H2 -3.84 3.75 -1.23  0.37
H3 -2.36 5.05 0.61  0.38
H4 -1.77 0.77 1.24  0.54
H5 -1.24 3.22 2.27  0.36
H6 -0.70 -3.32 -3.21  0.09
H7 -2.67 -2.43 -2.90  0.10
H8 -1.75 -3.69 -1.30  0.11
N1 5.71 -2.89 1.07  -0.59
C6 4.68 -2.34 0.95  0.05
C7 3.42 -1.68 0.76  0.51
C8 3.37 -0.42 0.14  -0.55
C9 2.15 0.17 -0.12  -0.36
N2 0.97 -0.45 0.20  -0.30
C10 1.01 -1.64 0.85  -0.39
C11 2.21 -2.26 1.17  -0.50
H9 4.29 0.09 -0.15  0.38
H10 2.08 1.15 -0.60  0.40
H11 0.05 -2.10 1.10  0.48
H12 2.22 -3.20 1.72  0.38